ORCA calculation (ωB97M-V/def2-TZVPD) on a molecular structure, C26H84N24O14.

Output
F_max   0.2269 hartree/bohr
E_HOMO   -7.721 eV
LUMO   0.3 eV
Charge   0
Gap between HOMO and LUMO   7.9941 eV
Energy relative to the best compared isomer or geometry (same formula, charge and spin)   257.9 kcal/mol

Positions of all 148 atoms, in Å:
C  -1.088  -4.891  0.903
O  -1.048  -3.827  1.559
N  -2.124  -5.145  0.087
N  -0.140  -5.825  0.977
H  -2.709  -4.315  0.108
H  -2.273  -5.803  -0.652
H  0.557  -5.820  1.736
H  -0.262  -6.695  0.491
C  -4.652  -2.387  0.669
O  -4.512  -3.447  0.041
N  -5.737  -1.596  0.507
N  -3.727  -1.908  1.532
H  -6.455  -1.936  -0.106
H  -5.747  -0.713  0.982
H  -3.761  -0.974  1.898
H  -2.918  -2.515  1.574
C  -4.874  -0.494  -3.784
O  -5.112  0.713  -3.638
N  -5.697  -1.432  -4.319
N  -3.676  -1.001  -3.436
H  -5.329  -2.324  -4.604
H  -6.544  -1.090  -4.741
H  -3.460  -1.979  -3.535
H  -2.946  -0.312  -3.307
C  -3.087  1.161  2.855
O  -2.362  0.472  3.556
N  -4.470  1.110  2.976
N  -2.738  1.933  1.808
H  -4.778  0.589  3.782
H  -5.077  1.445  2.256
H  -3.468  2.356  1.273
H  -1.760  1.933  1.563
C  -1.268  -2.674  4.873
O  -1.295  -2.037  5.928
N  -1.314  -4.019  4.854
N  -1.429  -2.105  3.654
H  -1.264  -4.558  5.702
H  -1.321  -4.614  4.044
H  -1.297  -2.720  2.853
H  -1.966  -1.253  3.525
C  2.284  0.326  -4.647
O  1.897  1.240  -5.361
N  3.283  -0.484  -5.116
N  1.766  -0.125  -3.483
H  3.491  -0.378  -6.093
H  3.330  -1.420  -4.749
H  2.303  -0.849  -3.041
H  1.088  0.407  -2.962
C  1.027  0.949  5.084
O  0.284  0.368  5.865
N  1.969  1.823  5.519
N  0.845  0.790  3.739
H  2.046  1.974  6.506
H  2.469  2.426  4.878
H  -0.046  0.369  3.519
H  1.553  1.028  3.072
C  0.073  -0.918  0.088
O  0.836  -1.414  0.916
N  -0.881  -1.676  -0.533
N  0.127  0.322  -0.440
H  -1.075  -2.648  -0.373
H  -1.455  -1.147  -1.168
H  -0.638  0.567  -1.055
H  0.865  0.974  -0.216
C  3.625  1.586  0.350
O  2.634  1.614  -0.390
N  3.668  0.956  1.539
N  4.865  2.017  -0.026
H  4.549  0.804  1.984
H  2.807  0.519  1.839
H  5.011  2.305  -0.978
H  5.561  2.116  0.685
C  -2.077  2.343  -2.306
O  -1.868  1.128  -2.241
N  -1.254  3.292  -1.787
N  -3.249  2.785  -2.816
H  -1.470  4.240  -2.041
H  -0.269  3.001  -1.795
H  -3.785  2.052  -3.280
H  -3.483  3.756  -2.903
C  1.913  3.931  2.320
C  3.191  4.567  2.870
C  2.871  5.809  3.705
O  2.519  6.935  2.958
C  2.724  8.132  3.704
N  3.911  3.504  3.597
H  1.906  3.266  1.458
H  1.340  4.812  2.009
H  1.410  3.534  3.202
H  3.780  4.946  2.027
H  3.810  5.988  4.252
H  2.168  5.605  4.523
H  2.186  8.932  3.200
H  3.784  8.384  3.778
H  2.297  8.065  4.707
H  4.303  2.890  2.890
H  4.722  3.799  4.132
C  3.514  4.357  -2.932
C  1.993  4.416  -2.862
C  1.356  5.132  -4.043
O  1.687  6.510  -3.991
C  1.050  7.314  -4.972
N  1.472  3.045  -2.730
H  3.874  4.163  -1.921
H  3.928  5.338  -3.188
H  3.859  3.685  -3.718
H  1.725  4.909  -1.923
H  0.267  5.033  -4.022
H  1.795  4.722  -4.960
H  -0.018  7.320  -4.732
H  1.363  6.895  -5.929
H  1.319  8.367  -4.900
H  1.959  2.482  -2.030
H  1.783  2.563  -3.574
C  -2.185  -2.299  -2.836
C  -3.270  -3.080  -3.514
C  -3.146  -4.610  -3.331
O  -1.842  -5.107  -3.533
C  -1.619  -5.582  -4.854
N  -4.561  -2.589  -2.976
H  -2.357  -2.141  -1.767
H  -2.188  -1.244  -3.133
H  -1.191  -2.673  -3.074
H  -3.334  -2.875  -4.585
H  -3.908  -5.041  -3.993
H  -3.568  -4.864  -2.354
H  -2.293  -6.430  -5.008
H  -0.601  -5.941  -4.985
H  -1.836  -4.798  -5.583
H  -5.228  -3.254  -3.369
H  -4.595  -2.841  -1.988
C  3.633  -2.363  2.767
C  3.146  -3.762  2.445
C  1.990  -4.230  3.400
O  1.524  -5.540  3.114
C  2.487  -6.586  3.009
N  2.566  -3.740  1.093
H  4.048  -2.267  3.776
H  2.716  -1.767  2.753
H  4.421  -2.006  2.106
H  4.028  -4.401  2.557
H  1.112  -3.604  3.242
H  2.415  -4.105  4.403
H  2.082  -7.578  2.831
H  3.157  -6.570  3.872
H  3.169  -6.338  2.190
H  1.934  -4.526  1.150
H  1.954  -2.927  1.040

Force components x, y, z for each atom (eV/Å):
0.43 0.01 0.46
-0.14 -1.09 -0.75
-1.06 1.68 0.06
1.07 -1.04 0.20
-0.81 -0.56 -0.50
0.59 -0.27 0.07
-0.58 0.43 -0.19
-0.14 0.06 -0.07
0.28 0.37 -0.12
-0.01 0.25 0.17
0.01 -0.24 -0.02
-0.08 -1.12 -0.65
-0.15 0.39 0.04
-0.51 0.03 -0.19
0.20 -0.15 0.18
0.35 0.54 0.46
1.29 1.38 -0.21
-0.97 -0.27 -0.46
-2.74 1.95 -2.03
-2.05 10.44 -2.33
-0.76 1.01 -0.73
0.07 0.12 -0.34
-0.60 9.49 -1.71
-1.19 1.55 -0.39
-1.24 -0.62 -0.49
-0.08 1.09 -0.32
0.64 -0.58 0.85
1.09 -0.16 0.46
-0.43 0.11 -0.23
-0.29 0.13 0.21
0.37 0.33 -0.41
-0.20 0.25 -0.42
-1.76 1.99 1.52
0.23 -0.86 -0.68
0.50 -2.64 0.26
0.47 -0.22 -1.33
0.19 0.59 0.26
0.02 0.58 -0.42
-0.12 0.50 0.42
0.68 -0.24 0.65
-0.43 -0.62 -1.51
-0.27 0.70 0.90
0.86 -0.54 0.10
-0.01 0.32 0.14
-0.03 0.04 0.03
0.15 -0.03 -0.17
-0.32 0.12 0.58
0.01 -0.08 0.07
-1.54 -0.54 1.18
0.54 0.42 -0.16
0.90 0.43 -0.61
0.29 0.29 0.06
-0.10 -0.13 0.00
0.13 -0.06 0.16
0.25 -0.33 -0.37
-0.37 0.14 -0.05
0.60 -1.62 -0.10
0.21 1.00 0.20
-0.13 1.24 0.06
-0.16 0.32 0.48
0.34 0.18 0.50
0.30 -0.20 0.33
0.12 0.60 -0.22
0.03 -0.26 0.10
0.42 -1.09 -1.15
0.76 0.46 0.79
-1.17 0.37 0.24
-0.49 0.39 -0.28
-0.11 -0.44 0.29
0.44 -0.37 0.09
0.10 0.22 0.17
0.40 0.12 -0.31
-1.11 0.68 0.22
0.66 -0.31 -0.13
0.22 -0.75 0.39
0.16 -0.53 -0.23
0.33 0.09 -0.04
-0.17 0.61 -0.29
-0.62 0.23 0.14
0.04 -0.03 -0.15
-0.66 1.74 0.52
-0.14 -0.30 -1.25
1.30 -0.87 1.31
-0.04 0.11 -0.04
-0.48 -0.12 -0.22
0.31 0.21 0.20
0.56 -0.23 0.27
-0.36 -0.23 -0.17
-0.30 -0.42 -0.33
0.13 0.06 0.00
0.15 0.35 -0.04
-0.45 -0.11 -0.27
0.14 -0.02 -0.18
0.09 -0.06 -0.01
0.05 -0.18 0.10
-0.32 -0.16 0.11
-0.14 0.49 0.02
0.02 1.41 -0.12
0.33 -0.63 0.96
0.30 0.47 -0.02
0.55 0.64 0.83
-0.02 -0.78 0.67
0.09 -0.63 -0.83
0.27 -0.56 -0.20
-0.09 0.07 -0.01
0.01 -0.37 0.30
-0.09 0.42 -0.18
-0.05 -0.33 -0.16
-0.41 -0.28 -0.22
-0.25 -0.34 -0.77
-0.70 0.34 -0.42
0.66 -0.19 0.21
0.18 0.80 0.37
-0.59 -0.02 -0.39
4.65 -1.07 1.17
1.19 -9.34 0.81
-0.58 0.42 -0.04
-0.06 -0.14 0.17
-0.73 -0.13 0.23
-3.16 -10.50 3.97
-0.71 -1.52 -0.80
3.23 -2.26 0.30
0.02 -0.71 0.55
0.49 -0.35 -0.29
0.40 -0.33 -0.40
0.73 0.00 0.33
0.00 -0.02 -0.36
0.09 0.24 0.32
0.08 -0.04 -0.15
-0.36 -0.70 0.70
0.37 -0.03 0.52
-0.66 0.16 1.08
-0.78 0.35 -0.08
1.88 0.76 -0.13
-0.20 -1.09 0.24
1.45 1.38 -0.05
0.84 -0.79 0.25
-0.10 -0.25 0.09
0.36 0.61 -0.23
-0.34 -0.07 -0.43
-0.27 -0.44 -0.38
0.14 0.20 0.19
-0.59 -0.50 0.37
-0.59 0.24 0.23
-0.30 -0.33 0.34
-0.11 -0.29 -0.30
-0.21 -0.07 -0.90
-0.02 0.07 -0.08

These are the Mulliken partial charges, in e, on atoms 1 to 99: atom 1 (C): 0.4397, atom 2 (O): -0.7738, atom 3 (N): -0.0820, atom 4 (N): -0.2690, atom 5 (H): -0.1989, atom 6 (H): 0.2507, atom 7 (H): 0.3994, atom 8 (H): 0.1573, atom 9 (C): 0.8302, atom 10 (O): -0.8162, atom 11 (N): -0.3497, atom 12 (N): 0.1274, atom 13 (H): 0.2375, atom 14 (H): 0.1065, atom 15 (H): 0.1513, atom 16 (H): -0.1317, atom 17 (C): 0.2352, atom 18 (O): -0.8254, atom 19 (N): -0.1804, atom 20 (N): -0.1857, atom 21 (H): 0.2039, atom 22 (H): 0.2527, atom 23 (H): 0.9324, atom 24 (H): -0.5375, atom 25 (C): 0.5070, atom 26 (O): -0.5905, atom 27 (N): -0.5136, atom 28 (N): -0.2342, atom 29 (H): 0.2638, atom 30 (H): 0.1609, atom 31 (H): 0.1537, atom 32 (H): 0.0352, atom 33 (C): 0.4054, atom 34 (O): -0.6892, atom 35 (N): -0.2899, atom 36 (N): 0.2512, atom 37 (H): 0.2181, atom 38 (H): 0.1334, atom 39 (H): -0.0827, atom 40 (H): 0.3295, atom 41 (C): 0.6645, atom 42 (O): -0.6764, atom 43 (N): -0.5113, atom 44 (N): -0.0366, atom 45 (H): 0.2687, atom 46 (H): 0.1876, atom 47 (H): 0.1786, atom 48 (H): 0.0376, atom 49 (C): 0.3613, atom 50 (O): -0.6221, atom 51 (N): -0.3397, atom 52 (N): 0.6064, atom 53 (H): 0.2037, atom 54 (H): 0.2313, atom 55 (H): -0.3631, atom 56 (H): 0.0012, atom 57 (C): 0.2461, atom 58 (O): -0.5538, atom 59 (N): 0.4610, atom 60 (N): 1.8160, atom 61 (H): -0.2578, atom 62 (H): -0.2546, atom 63 (H): -0.4721, atom 64 (H): -0.7072, atom 65 (C): 0.0258, atom 66 (O): -0.1626, atom 67 (N): 0.0987, atom 68 (N): -0.4207, atom 69 (H): 0.3013, atom 70 (H): -0.6491, atom 71 (H): 0.2272, atom 72 (H): 0.1717, atom 73 (C): 0.3763, atom 74 (O): -0.6032, atom 75 (N): -0.2614, atom 76 (N): -0.3089, atom 77 (H): 0.2774, atom 78 (H): -0.1843, atom 79 (H): 0.1820, atom 80 (H): 0.1662, atom 81 (C): -1.0157, atom 82 (C): 0.7408, atom 83 (C): -1.0317, atom 84 (O): -0.2882, atom 85 (C): -0.7994, atom 86 (N): -0.5557, atom 87 (H): -0.2124, atom 88 (H): 0.4510, atom 89 (H): 0.3169, atom 90 (H): 0.2950, atom 91 (H): 0.3927, atom 92 (H): 0.3666, atom 93 (H): 0.2551, atom 94 (H): 0.3055, atom 95 (H): 0.3278, atom 96 (H): 0.0959, atom 97 (H): 0.2482, atom 98 (C): -1.3309, atom 99 (C): 0.2889

***

ORCA calculation (ωB97M-V/def2-TZVPD) on 3 unconnected molecules or ions with the total composition C16H22BBr2N3O5P.

Output
F_max   0.0633 hartree/bohr
E_HOMO   -3.433 eV
LUMO   1.0 eV
Charge   -1
Gap between HOMO and LUMO   4.4615 eV

Positions of all 50 atoms, in Å:
C  -1.148  -1.643  -2.568
B  0.279  -2.474  -2.867
C  1.381  -2.308  -1.661
Br  2.681  -3.855  -1.515
C  2.288  -0.947  -1.715
C  1.442  0.458  -1.751
Br  3.562  -0.768  -0.131
P  0.935  -2.133  -4.634
N  2.306  -3.310  -4.848
O  1.568  -0.514  -4.819
H  -2.040  -2.371  -2.880
H  -1.309  -1.441  -1.412
H  -1.263  -0.685  -3.233
H  -0.052  -3.627  -2.857
H  0.801  -2.302  -0.618
H  3.010  -0.997  -2.664
H  2.226  1.315  -2.028
H  0.982  0.780  -0.718
H  0.626  0.508  -2.609
H  3.147  -3.000  -4.312
H  1.963  -4.253  -4.495
H  0.867  0.131  -5.142
C  -5.689  -0.950  1.284
C  -4.542  -0.323  1.773
C  -3.801  0.524  0.947
C  -4.221  0.739  -0.373
C  -5.367  0.105  -0.869
C  -6.099  -0.742  -0.034
N  -3.460  1.648  -1.239
O  -2.441  2.175  -0.769
O  -3.882  1.839  -2.389
H  -6.267  -1.605  1.933
H  -4.228  -0.491  2.801
H  -2.910  1.005  1.343
H  -5.702  0.259  -1.893
H  -6.992  -1.237  -0.409
C  4.329  1.731  2.854
C  2.991  1.669  2.461
C  1.979  1.990  3.369
C  2.321  2.377  4.672
C  3.663  2.433  5.071
C  4.665  2.107  4.156
N  1.263  2.740  5.623
O  0.088  2.660  5.238
O  1.607  3.110  6.755
H  5.114  1.485  2.141
H  2.736  1.374  1.446
H  0.942  1.937  3.047
H  3.942  2.727  6.081
H  5.710  2.150  4.455

Force components x, y, z for each atom (eV/Å):
-1.46 -0.16 -0.03
0.00 0.81 1.13
0.16 2.04 2.53
-0.53 0.49 0.04
-0.77 0.01 -1.67
0.64 0.97 -0.54
-0.52 -0.13 -0.68
-1.05 -0.72 -1.74
0.11 0.79 0.46
-0.47 0.20 0.19
1.72 1.67 0.59
0.26 0.01 -2.27
-0.01 -1.41 1.54
0.26 -0.51 -0.37
1.47 -0.11 -1.98
-1.66 0.17 2.22
-1.61 -1.86 0.64
0.79 -1.01 -1.99
1.74 -0.51 2.00
-0.97 -0.81 -0.23
0.65 1.89 -0.28
1.22 -1.85 0.46
0.08 0.09 -0.09
-0.14 0.07 -0.39
-0.07 0.01 -0.10
-0.53 -0.64 0.63
0.05 0.04 0.06
0.35 0.21 0.16
0.88 0.86 -0.88
-1.57 -0.77 -0.70
0.59 -0.25 1.71
0.13 0.12 -0.14
-0.01 0.06 -0.24
-0.19 -0.03 -0.31
0.29 0.09 0.24
0.21 0.12 0.02
-0.11 0.04 0.10
-0.01 0.20 0.30
0.10 0.04 0.10
0.67 -0.23 -0.64
-0.01 0.01 -0.01
-0.44 0.00 -0.09
-0.92 0.26 0.70
1.68 0.14 0.66
-0.55 -0.49 -1.49
-0.20 0.01 0.11
0.05 0.03 0.27
0.22 0.08 0.26
-0.29 -0.05 -0.22
-0.23 0.00 0.00

Charges obtained by natural (NBO) population analysis, quoted in units of e: atom 1 (C): -0.8519, atom 2 (B): -0.3809, atom 3 (C): -0.3974, atom 4 (Br): -0.1000, atom 5 (C): -0.2206, atom 6 (C): -0.6566, atom 7 (Br): -0.1174, atom 8 (P): 0.9598, atom 9 (N): -1.1679, atom 10 (O): -1.0261, atom 11 (H): 0.2097, atom 12 (H): 0.1943, atom 13 (H): 0.1927, atom 14 (H): 0.0098, atom 15 (H): 0.2115, atom 16 (H): 0.2356, atom 17 (H): 0.2125, atom 18 (H): 0.2099, atom 19 (H): 0.2505, atom 20 (H): 0.3598, atom 21 (H): 0.3900, atom 22 (H): 0.4934, atom 23 (C): -0.1812, atom 24 (C): -0.2130, atom 25 (C): -0.1766, atom 26 (C): 0.0312, atom 27 (C): -0.1779, atom 28 (C): -0.2153, atom 29 (N): 0.5180, atom 30 (O): -0.3701, atom 31 (O): -0.3726, atom 32 (H): 0.2150, atom 33 (H): 0.2228, atom 34 (H): 0.2515, atom 35 (H): 0.2493, atom 36 (H): 0.2190, atom 37 (C): -0.1715, atom 38 (C): -0.2048, atom 39 (C): -0.2043, atom 40 (C): 0.0785, atom 41 (C): -0.2159, atom 42 (C): -0.2190, atom 43 (N): 0.5048, atom 44 (O): -0.3796, atom 45 (O): -0.3880, atom 46 (H): 0.2276, atom 47 (H): 0.2537, atom 48 (H): 0.2485, atom 49 (H): 0.2416, atom 50 (H): 0.2175